Below is 2 unconnected molecules or ions with the total composition C4H5Cl in a non-equilibrium geometry, with properties calculated with wB97M-V/def2-TZVPD.

The geometry in XYZ format:
```
10
Properties=species:S:1:pos:R:3
Cl 1.416 1.814 -0.576
C 0.179 0.643 -0.060
C -0.554 -0.053 -1.066
C 0.631 -0.227 1.092
C -1.112 -0.846 -1.774
H 0.122 -1.196 1.308
H -1.792 -1.298 -2.509
H 0.782 0.369 2.008
H -1.228 1.560 0.631
H 1.557 -0.766 0.945
```

Calculated values
HOMO level	-9.343	eV
2S+1	1
E	-615.419858	hartree
strongest force on any atom	3.78	eV/A
orbital gap	9.07	eV
relative energy (zero: lowest compared OMol25 entry of this formula, charge and spin)	3.696	eV
lowest unoccupied orbital energy	-0.273	eV